[1]
Computed, not measured: C5H9ClFN2O7 as an isolated structure in a non-equilibrium geometry, with ωB97M-V/def2-TZVPD.

Results
* total charge: -1
* frontier orbital gap: 8.48 eV

Positions of all 25 atoms, in Å:
Cl: -0.8457 0.0771 -1.8299
F: 0.0139 0.1749 0.8957
O: -2.7254 0.3682 1.9020
O: 2.3237 -0.6804 -1.9745
O: 2.9600 2.8066 -0.7007
O: 0.9988 3.7083 -0.4172
O: -2.7446 -1.3012 3.4312
O: 2.9501 -1.1220 -0.0041
O: -1.4256 -1.4038 1.6010
N: 2.0890 -1.1705 -0.8798
N: 1.7095 2.7396 -0.5413
C: -2.1702 0.4487 0.6551
C: -2.3761 -0.8594 2.3433
C: 1.0876 1.3708 -0.6099
C: -1.0179 -0.5186 0.5842
C: 0.7983 -1.9334 -0.5778
H: 0.9575 -2.9671 -0.8845
H: 0.0565 1.4244 -0.9593
H: -0.9160 -0.9648 -0.4051
H: 0.4314 -1.8330 0.4437
H: 1.6642 0.7730 -1.3157
H: -2.9749 0.2063 -0.0390
H: 0.0682 -1.6129 -1.3210
H: 1.1020 0.8094 0.3243
H: -2.0141 1.4598 0.2791



[2]
Computed, not measured: an isolated ion of composition C5H9ClN and charge +1 in a non-equilibrium geometry, with ωB97M-V/def2-TZVPD.

Results
* total charge: +1
* frontier orbital gap (spin up / spin down): 7.95 / 7.18 eV
* relative energy (zero: lowest compared OMol25 entry of this formula, charge and spin): 550.4 kJ/mol

Positions of all 16 atoms, in Å:
Cl: 2.9923 0.1417 -0.1460
N: -0.2570 1.1057 0.4310
C: -0.9019 2.1569 -0.3036
C: -0.8855 -0.1687 0.6051
C: 1.0306 -1.4096 -0.8042
C: 1.5736 -0.0913 -0.7525
C: 0.1632 -1.3457 0.5211
H: 0.8306 -1.1938 1.4221
H: -1.7336 -0.1319 -0.0816
H: -0.4542 -2.2127 0.8020
H: -0.2693 2.9190 -0.6314
H: 1.6937 -2.2858 -0.4845
H: -1.4539 2.7546 0.5314
H: -1.6154 1.7803 -1.0069
H: 0.4913 -1.7373 -1.6974
H: -1.2046 -0.2813 1.5954



[3]
Computed, not measured: an isolated molecule of C5H9ClN2 in a non-equilibrium geometry, with ωB97M-V/def2-TZVPD.

Results
* frontier orbital gap (spin up / spin down): 9.03 / 8.76 eV
* relative energy (zero: lowest compared OMol25 entry of this formula, charge and spin): 468.2 kJ/mol

Positions of all 17 atoms, in Å:
Cl: -3.1427 -0.2733 0.1718
N: -0.1791 -0.6712 -1.0980
N: -1.5290 -0.3747 0.6032
C: 0.8359 -1.4586 -0.5424
C: -0.9007 1.7291 -0.7960
C: -0.5360 0.3715 -0.1407
C: 1.2014 -0.9767 0.8232
C: 0.6698 0.4294 0.7508
H: 1.7061 -1.5898 -1.0995
H: 2.1505 -1.0664 1.1898
H: -1.5177 2.4443 -0.1689
H: 1.4767 1.0829 0.4475
H: 0.4727 -2.4910 -0.4364
H: -1.4724 1.3561 -1.7307
H: 0.1972 0.7492 1.6985
H: 0.4894 -1.4178 1.4674
H: 0.0780 2.1570 -1.1395



[4]
Computed, not measured: an isolated ion of composition C5H9ClN3 and charge +1 in a non-equilibrium geometry, with ωB97M-V/def2-TZVPD.

Results
* SMILES: [H]/N=C(C)/N=C\CC(=[NH2+])Cl
* total charge: +1
* frontier orbital gap: 8.81 eV
* relative energy (zero: lowest compared OMol25 entry of this formula, charge and spin): 204.8 kJ/mol

Positions of all 18 atoms, in Å:
Cl: -1.3104 -2.5768 0.0863
N: -0.1836 -1.5808 -1.9725
N: 1.1715 -0.4859 0.2459
N: -0.4636 0.6840 1.3265
C: -1.5785 -0.0037 -0.7957
C: -1.4948 0.4083 0.6799
C: 0.8368 0.5117 0.9931
C: -0.9433 -1.3327 -0.9338
C: 1.6853 1.6404 1.4206
H: -2.4843 0.5632 1.2143
H: 1.7232 2.2775 0.5633
H: 1.2960 2.0332 2.3454
H: 0.3554 -0.7296 -2.2161
H: 2.6954 1.2381 1.5841
H: 0.3015 -2.4842 -2.1657
H: -2.5896 -0.1238 -1.0067
H: -1.1150 0.8594 -1.3468
H: 2.0980 -0.8984 -0.0220



[5]
Computed, not measured: C5H9CsO3 as an isolated structure in a non-equilibrium geometry, with ωB97M-V/def2-TZVPD.

Results
* frontier orbital gap: 4.11 eV
* relative energy (zero: lowest compared OMol25 entry of this formula, charge and spin): 213.8 kJ/mol

Positions of all 18 atoms, in Å:
Cs: -2.2009 1.3254 -0.9088
O: 0.5563 -1.3817 -0.6143
O: 2.6421 -1.0474 0.9381
O: 0.9399 0.3105 0.8981
C: 4.8720 -1.8413 0.6264
C: 0.3684 -2.4409 0.4116
C: -1.0736 -2.4451 0.8809
C: 3.4342 -1.9997 0.1991
C: 1.3980 -0.7947 0.6081
H: 5.4646 -2.6508 0.1795
H: -1.2613 -3.2849 1.5658
H: -1.3345 -1.5489 1.4737
H: -1.7806 -2.5342 0.0321
H: 5.2822 -0.8812 0.2863
H: 0.6997 -3.3856 -0.0503
H: 4.9688 -1.9052 1.7181
H: 3.0552 -3.0074 0.4072
H: 3.3107 -1.7982 -0.8730



[6]
Computed, not measured: an isolated molecule of C5H9F in a non-equilibrium geometry, with ωB97M-V/def2-TZVPD.

Results
* SMILES: C/C=C/CCF
* frontier orbital gap: 10.58 eV
* relative energy (zero: lowest compared OMol25 entry of this formula, charge and spin): 88.9 kJ/mol

Positions of all 15 atoms, in Å:
F: -1.7998 0.2840 2.8350
C: 0.4828 0.4510 -0.7149
C: 1.5107 0.4797 -1.8322
C: -0.0755 -0.7230 -0.3335
C: -0.9855 -0.8701 0.8717
C: -1.0073 0.3875 1.6659
H: 0.1803 -1.7333 -0.8787
H: 1.1682 -0.2608 -2.5491
H: -1.9508 -1.1999 0.5202
H: 0.0084 0.6283 1.9130
H: -1.3870 1.2280 1.1425
H: 1.5974 1.4747 -2.4484
H: 0.4071 1.4286 -0.1825
H: -0.6587 -1.6908 1.4225
H: 2.5096 0.1159 -1.4315